Entry 1:
Computed, not measured: a 2-piece molecular cluster, C26H45Cl2IN2OPS overall, with the ωB97M-V functional and the def2-TZVPD basis.

Largest force on an atom   10.4 eV/A
Total charge   +1
Calculated total energy   -3159.0898 Ha
Gap between HOMO and LUMO   0.2370 Ha

Element x y z (Å)
C1 -3.589 1.840 3.043
H1 0.179 1.138 -2.385
H2 -3.886 2.214 1.974
H3 2.058 -3.168 -0.538
H4 3.634 0.327 -1.212
H5 -2.113 -1.359 -3.352
H6 -2.190 2.466 4.853
H7 -3.100 3.895 0.831
H8 -0.792 -3.335 -2.833
H9 1.418 -3.172 -2.354
H10 4.347 -1.702 -3.396
H11 -2.694 0.964 -2.970
H12 -0.224 6.615 -1.908
C2 -7.816 2.423 5.468
H13 -7.690 1.845 3.374
H14 -0.075 -5.366 -0.988
H15 6.138 0.621 -3.374
H16 -9.031 2.935 3.765
H17 6.049 -2.314 -0.639
H18 6.218 -1.924 -3.443
H19 -8.517 1.643 5.780
C3 4.986 -4.019 -1.922
H20 1.415 0.173 4.617
H21 2.278 1.213 -3.017
H22 4.104 -2.143 -0.928
C4 -2.476 3.532 -0.116
H23 3.832 -4.302 0.044
C5 0.016 -4.182 -0.867
H24 3.677 2.083 -3.969
H25 -0.019 -3.988 0.302
C6 -1.572 -1.927 -1.099
C7 -0.926 2.680 2.141
C8 5.331 -1.537 -2.775
C9 -7.984 2.705 3.983
H26 -4.571 1.741 3.712
C10 3.955 -4.901 -0.968
H27 -0.254 1.603 5.361
C11 2.479 -5.109 -1.725
N1 -0.407 1.625 -0.272
H28 -0.720 -1.677 -0.320
S1 2.285 2.768 4.805
Cl1 -7.027 4.111 3.453
N2 0.583 0.764 0.058
H29 6.070 -4.494 -1.977
C12 1.546 -3.807 -1.375
C13 -1.258 2.582 0.504
H30 3.392 0.132 -4.090
O1 -1.646 3.609 3.025
H31 -2.686 0.508 -1.084
H32 -3.150 2.973 -0.898
H33 6.393 0.122 -1.510
C14 -1.174 -3.431 -1.711
H34 -3.396 3.775 4.232
C15 5.138 -2.451 -1.390
H35 -2.649 -1.979 -0.627
C16 -1.058 5.998 -1.319
H36 -8.009 3.315 6.072
H37 -2.101 -4.148 -1.710
C17 -1.510 -0.912 -2.425
C18 0.270 1.643 2.570
H38 4.612 -3.949 -3.049
P1 0.838 1.509 4.412
I1 2.600 -0.800 1.957
C19 0.992 0.672 1.479
H39 -0.849 2.708 -2.222
H40 4.517 1.954 -1.604
Cl2 -6.182 1.833 5.860
H41 4.454 -5.928 -0.676
H42 -2.987 0.831 3.055
C20 -2.017 0.635 -2.046
H43 2.746 -5.104 -2.889
C21 3.398 1.078 -3.397
C22 4.298 0.875 -2.016
C23 -1.802 4.933 -0.729
C24 -0.733 1.624 -1.787
C25 -2.634 2.929 3.875
H44 1.985 -6.144 -1.488
C26 5.656 0.051 -2.446
H45 -0.370 -0.938 -2.764

These are the Löwdin partial charges, in e, on atoms 1 to 5: C -0.083; H 0.117; H 0.074; H 0.060; H 0.070

=====

Entry 2:
Computed, not measured: C26H45CuN3O4SSiTe as an isolated structure, with the ωB97M-V functional and the def2-TZVPD basis.

Largest force on an atom   1.8 eV/A
Energy above the lowest of the compared OMol25 structures with the same formula, charge and spin   13.2 kcal per mole
Total charge   -1
Calculated total energy   -4079.3488 Ha
Gap between HOMO and LUMO   0.2081 Ha

Element x y z (Å)
C1 -3.466 3.124 -0.013
C2 -1.219 -2.930 -1.175
C3 0.351 -5.064 -0.478
H1 -2.312 3.763 1.682
H2 -1.082 -6.282 -1.525
O1 2.395 -0.969 0.257
C4 0.401 -4.046 3.531
H3 2.378 -7.248 1.265
H4 0.752 -0.279 2.208
H5 -4.330 4.609 -1.327
H6 2.748 -6.935 3.611
H7 -2.192 1.945 -5.079
C5 0.480 1.503 -4.388
H8 -5.267 1.931 0.223
H9 2.370 -2.688 5.191
H10 -3.610 5.289 0.132
H11 0.233 1.086 -5.363
H12 -1.440 -0.383 -4.199
C6 -4.379 1.959 -0.403
N1 -0.077 -2.716 -0.526
C7 1.697 -5.441 4.727
H13 2.929 4.149 -1.485
C8 1.436 4.910 0.824
H14 -2.662 2.040 1.661
H15 3.101 -0.365 -1.589
H16 3.300 -1.206 5.328
N2 0.834 -4.422 4.727
H17 4.321 -0.791 -0.369
C9 2.280 3.419 -1.007
H18 0.555 5.380 1.255
H19 -0.572 -0.418 -2.647
C10 1.172 -6.178 -0.065
C11 0.381 4.996 -1.450
H20 -0.292 -3.212 3.515
O2 -0.359 2.163 -2.295
H21 -5.162 4.445 0.232
H22 -4.673 2.070 -1.445
H23 -3.822 1.035 -0.284
H24 -1.843 -2.064 -1.335
C12 1.042 4.091 -0.410
H25 -2.494 -4.332 -2.174
H26 1.248 0.889 -3.922
H27 3.426 0.743 -0.240
C13 1.741 -6.379 1.148
H28 2.828 2.910 -0.219
H29 1.634 -3.480 0.274
H30 -2.679 2.527 -3.473
H31 -3.943 3.193 2.095
C14 1.274 -0.501 3.132
O3 0.159 3.091 0.044
O4 -2.334 3.107 -0.857
H32 2.158 5.677 0.553
C15 -1.587 -4.194 -1.603
C16 -0.767 1.553 -3.491
H33 0.238 4.449 -2.375
H34 0.873 2.509 -4.520
Te1 2.932 -1.757 2.635
H35 4.110 -2.719 4.942
H36 0.609 -1.021 3.810
C17 1.503 -5.654 2.362
H37 1.320 -6.945 -0.818
C18 -3.076 3.023 1.460
C19 0.696 -3.731 -0.202
C20 2.066 -6.099 3.579
Si1 -0.954 2.222 -0.768
C21 -1.848 2.410 -4.159
H38 -1.444 3.394 -4.385
H39 1.874 4.250 1.567
H40 -0.592 5.321 -1.094
H41 1.956 2.684 -1.737
C22 -1.290 0.135 -3.253
H42 2.090 -5.726 5.698
C23 3.336 -0.320 -0.515
C24 3.209 -2.137 4.778
S1 -1.306 0.378 0.140
H43 1.613 0.422 3.590
Cu1 0.555 -0.793 -0.029
H44 1.005 5.866 -1.642
H45 -2.229 0.179 -2.709
C25 -0.797 -5.273 -1.250
N3 0.678 -4.594 2.372
C26 -4.191 4.457 -0.260

These are the Löwdin partial charges, in e, on atoms 1 to 5: C -0.668; C -0.122; C -0.208; H 0.084; H 0.111

=====

What did the first record say?
Computed, not measured: a 2-piece molecular cluster, C26H45Cl2IN2OPS overall, with the ωB97M-V functional and the def2-TZVPD basis.

Largest force on an atom   10.4 eV/A
Total charge   +1
Calculated total energy   -3159.0898 Ha
Gap between HOMO and LUMO   0.2370 Ha

Element x y z (Å)
C1 -3.589 1.840 3.043
H1 0.179 1.138 -2.385
H2 -3.886 2.214 1.974
H3 2.058 -3.168 -0.538
H4 3.634 0.327 -1.212
H5 -2.113 -1.359 -3.352
H6 -2.190 2.466 4.853
H7 -3.100 3.895 0.831
H8 -0.792 -3.335 -2.833
H9 1.418 -3.172 -2.354
H10 4.347 -1.702 -3.396
H11 -2.694 0.964 -2.970
H12 -0.224 6.615 -1.908
C2 -7.816 2.423 5.468
H13 -7.690 1.845 3.374
H14 -0.075 -5.366 -0.988
H15 6.138 0.621 -3.374
H16 -9.031 2.935 3.765
H17 6.049 -2.314 -0.639
H18 6.218 -1.924 -3.443
H19 -8.517 1.643 5.780
C3 4.986 -4.019 -1.922
H20 1.415 0.173 4.617
H21 2.278 1.213 -3.017
H22 4.104 -2.143 -0.928
C4 -2.476 3.532 -0.116
H23 3.832 -4.302 0.044
C5 0.016 -4.182 -0.867
H24 3.677 2.083 -3.969
H25 -0.019 -3.988 0.302
C6 -1.572 -1.927 -1.099
C7 -0.926 2.680 2.141
C8 5.331 -1.537 -2.775
C9 -7.984 2.705 3.983
H26 -4.571 1.741 3.712
C10 3.955 -4.901 -0.968
H27 -0.254 1.603 5.361
C11 2.479 -5.109 -1.725
N1 -0.407 1.625 -0.272
H28 -0.720 -1.677 -0.320
S1 2.285 2.768 4.805
Cl1 -7.027 4.111 3.453
N2 0.583 0.764 0.058
H29 6.070 -4.494 -1.977
C12 1.546 -3.807 -1.375
C13 -1.258 2.582 0.504
H30 3.392 0.132 -4.090
O1 -1.646 3.609 3.025
H31 -2.686 0.508 -1.084
H32 -3.150 2.973 -0.898
H33 6.393 0.122 -1.510
C14 -1.174 -3.431 -1.711
H34 -3.396 3.775 4.232
C15 5.138 -2.451 -1.390
H35 -2.649 -1.979 -0.627
C16 -1.058 5.998 -1.319
H36 -8.009 3.315 6.072
H37 -2.101 -4.148 -1.710
C17 -1.510 -0.912 -2.425
C18 0.270 1.643 2.570
H38 4.612 -3.949 -3.049
P1 0.838 1.509 4.412
I1 2.600 -0.800 1.957
C19 0.992 0.672 1.479
H39 -0.849 2.708 -2.222
H40 4.517 1.954 -1.604
Cl2 -6.182 1.833 5.860
H41 4.454 -5.928 -0.676
H42 -2.987 0.831 3.055
C20 -2.017 0.635 -2.046
H43 2.746 -5.104 -2.889
C21 3.398 1.078 -3.397
C22 4.298 0.875 -2.016
C23 -1.802 4.933 -0.729
C24 -0.733 1.624 -1.787
C25 -2.634 2.929 3.875
H44 1.985 -6.144 -1.488
C26 5.656 0.051 -2.446
H45 -0.370 -0.938 -2.764

These are the Löwdin partial charges, in e, on atoms 1 to 5: C -0.083; H 0.117; H 0.074; H 0.060; H 0.070

=====

> Number 1 is which compound?

C26H45Cl2IN2OPS

=====

> Number 1 is which compound?

C26H45Cl2IN2OPS

=====

Please write out number 2 again, unchanged.
Computed, not measured: C26H45CuN3O4SSiTe as an isolated structure, with the ωB97M-V functional and the def2-TZVPD basis.

Largest force on an atom   1.8 eV/A
Energy above the lowest of the compared OMol25 structures with the same formula, charge and spin   13.2 kcal per mole
Total charge   -1
Calculated total energy   -4079.3488 Ha
Gap between HOMO and LUMO   0.2081 Ha

Element x y z (Å)
C1 -3.466 3.124 -0.013
C2 -1.219 -2.930 -1.175
C3 0.351 -5.064 -0.478
H1 -2.312 3.763 1.682
H2 -1.082 -6.282 -1.525
O1 2.395 -0.969 0.257
C4 0.401 -4.046 3.531
H3 2.378 -7.248 1.265
H4 0.752 -0.279 2.208
H5 -4.330 4.609 -1.327
H6 2.748 -6.935 3.611
H7 -2.192 1.945 -5.079
C5 0.480 1.503 -4.388
H8 -5.267 1.931 0.223
H9 2.370 -2.688 5.191
H10 -3.610 5.289 0.132
H11 0.233 1.086 -5.363
H12 -1.440 -0.383 -4.199
C6 -4.379 1.959 -0.403
N1 -0.077 -2.716 -0.526
C7 1.697 -5.441 4.727
H13 2.929 4.149 -1.485
C8 1.436 4.910 0.824
H14 -2.662 2.040 1.661
H15 3.101 -0.365 -1.589
H16 3.300 -1.206 5.328
N2 0.834 -4.422 4.727
H17 4.321 -0.791 -0.369
C9 2.280 3.419 -1.007
H18 0.555 5.380 1.255
H19 -0.572 -0.418 -2.647
C10 1.172 -6.178 -0.065
C11 0.381 4.996 -1.450
H20 -0.292 -3.212 3.515
O2 -0.359 2.163 -2.295
H21 -5.162 4.445 0.232
H22 -4.673 2.070 -1.445
H23 -3.822 1.035 -0.284
H24 -1.843 -2.064 -1.335
C12 1.042 4.091 -0.410
H25 -2.494 -4.332 -2.174
H26 1.248 0.889 -3.922
H27 3.426 0.743 -0.240
C13 1.741 -6.379 1.148
H28 2.828 2.910 -0.219
H29 1.634 -3.480 0.274
H30 -2.679 2.527 -3.473
H31 -3.943 3.193 2.095
C14 1.274 -0.501 3.132
O3 0.159 3.091 0.044
O4 -2.334 3.107 -0.857
H32 2.158 5.677 0.553
C15 -1.587 -4.194 -1.603
C16 -0.767 1.553 -3.491
H33 0.238 4.449 -2.375
H34 0.873 2.509 -4.520
Te1 2.932 -1.757 2.635
H35 4.110 -2.719 4.942
H36 0.609 -1.021 3.810
C17 1.503 -5.654 2.362
H37 1.320 -6.945 -0.818
C18 -3.076 3.023 1.460
C19 0.696 -3.731 -0.202
C20 2.066 -6.099 3.579
Si1 -0.954 2.222 -0.768
C21 -1.848 2.410 -4.159
H38 -1.444 3.394 -4.385
H39 1.874 4.250 1.567
H40 -0.592 5.321 -1.094
H41 1.956 2.684 -1.737
C22 -1.290 0.135 -3.253
H42 2.090 -5.726 5.698
C23 3.336 -0.320 -0.515
C24 3.209 -2.137 4.778
S1 -1.306 0.378 0.140
H43 1.613 0.422 3.590
Cu1 0.555 -0.793 -0.029
H44 1.005 5.866 -1.642
H45 -2.229 0.179 -2.709
C25 -0.797 -5.273 -1.250
N3 0.678 -4.594 2.372
C26 -4.191 4.457 -0.260

These are the Löwdin partial charges, in e, on atoms 1 to 5: C -0.668; C -0.122; C -0.208; H 0.084; H 0.111